C9H12 | wB97M-V/def2-TZVPD

The value obtained for the LUMO energy is 0.945 eV. The largest force on an atom is 5.68 eV Å⁻¹. The HOMO-LUMO gap comes out at 10.13 eV. The spin multiplicity is 1. As for the structure (SMILES): C#C[C@](C)(C=C)C(=C)C. The total energy comes out at -9521.264 eV. The HOMO energy comes out at -9.186 eV.

Cartesian coordinates (Å):
C (0.528, -2.590, 0.454)
C (0.371, -1.411, 0.172)
C (0.422, -0.019, -0.168)
C (1.770, 0.188, -1.030)
C (0.402, 0.955, 1.039)
C (0.840, 0.561, 2.332)
C (-0.957, 0.128, -0.825)
C (-1.095, 0.713, -2.055)
C (-2.283, -0.118, 0.065)
H (0.974, -3.460, 0.896)
H (1.978, 1.253, -1.179)
H (2.588, -0.347, -0.421)
H (1.766, -0.394, -2.032)
H (0.385, 2.020, 0.917)
H (0.605, 1.392, 3.104)
H (1.186, -0.441, 2.700)
H (-0.142, 1.086, -2.392)
H (-2.009, 1.166, -2.501)
H (-1.756, -0.989, 0.887)
H (-3.238, -0.510, -0.721)
H (-2.336, 0.816, 0.757)